# C21H36NO7S2

3 unconnected molecules or ions with the total composition C21H36NO7S2 at a distorted geometry (wB97M-V/def2-TZVPD, the Open Molecules 2025 dataset).

Energy: -59846.5788 eV
Total charge: +1
Gap between HOMO and LUMO: 0.2595 Ha
LUMO: -0.1632 Eh
Largest force on an atom: 2.2 eV/Å

Element x y z (Å)
C -1.781 6.016 -0.691
O -2.658 6.250 0.394
C -2.854 5.118 1.212
C -3.293 3.830 0.459
C -2.207 2.720 0.419
C -2.591 1.668 1.473
C -1.566 0.531 1.705
C -0.915 -0.039 0.422
N 0.569 -0.072 0.561
C 1.186 -1.249 0.502
C 2.549 -1.346 0.585
C 3.261 -0.174 0.724
C 4.765 -0.265 0.778
O 5.458 0.658 1.137
O 5.337 -1.461 0.408
C 2.616 1.045 0.803
C 1.266 1.057 0.714
H -1.125 6.881 -0.827
H -1.108 5.173 -0.477
H -2.332 5.809 -1.615
H -3.637 5.399 1.919
H -1.954 4.874 1.806
H -3.642 4.072 -0.545
H -4.176 3.457 0.986
H -2.325 2.264 -0.572
H -1.202 3.138 0.541
H -2.675 2.202 2.429
H -3.574 1.246 1.255
H -0.817 0.836 2.442
H -2.115 -0.296 2.167
H -1.235 -1.071 0.285
H -1.201 0.483 -0.492
H 0.584 -2.137 0.364
H 2.995 -2.344 0.532
H 5.704 -1.371 -0.482
H 3.190 1.959 0.898
H 0.689 1.973 0.755
C -3.851 0.536 -5.033
C -5.262 1.135 -5.067
C -5.878 0.942 -3.675
S -4.506 0.911 -2.520
O -4.426 -0.400 -1.922
O -4.527 2.106 -1.711
C -3.212 1.055 -3.749
H -3.270 0.817 -5.910
H -3.913 -0.555 -5.004
H -5.200 2.200 -5.297
H -5.878 0.670 -5.835
H -6.547 1.756 -3.409
H -6.401 -0.010 -3.596
H -2.342 0.481 -3.436
H -2.954 2.111 -3.836
C 6.000 -6.419 2.228
C 6.382 -5.238 3.129
C 5.509 -4.046 2.718
S 3.994 -4.742 2.054
O 3.911 -4.411 0.645
O 2.902 -4.466 2.955
C 4.475 -6.455 2.215
H 6.417 -7.356 2.590
H 6.378 -6.250 1.217
H 6.184 -5.498 4.171
H 7.440 -4.995 3.049
H 5.266 -3.408 3.566
H 5.979 -3.456 1.933
H 4.062 -7.031 1.390
H 4.080 -6.820 3.163

Atomic partial charges in e from the Mulliken method, atoms 1 to 6: C -0.532; O -0.422; C -0.592; C -0.985; C 0.890; C -0.594